37
Properties=species:S:1:pos:R:3:forces:R:3 method="wB97M-V/def2-TZVPD" total_energy_ev=-57935.1091 spin_multiplicity=1 orbital_gap_ha=0.364 mol_weight_g_mol=345.93 total_charge=+1
O 0.30888 -1.33345 1.47956 -0.446 0.303 -0.202
C -1.45761 2.00229 -2.92926 1.272 -0.132 0.948
P 0.86713 1.09732 -1.59888 0.226 -0.681 -0.171
C 2.47533 1.60577 -2.19954 0.038 0.145 0.077
H -3.19612 -3.76254 5.78883 0.051 0.109 0.080
C 1.04646 -0.46162 -0.74219 0.213 0.111 0.165
C -0.65973 -2.29185 4.69686 -0.021 -0.115 0.209
O -1.91732 -2.24670 5.17425 -0.030 0.016 -0.032
C 1.70085 2.82696 -4.26084 0.187 0.334 0.006
B 1.06806 -0.40474 0.86720 0.134 -0.208 0.148
H 1.54812 2.13697 -5.08871 -0.097 -0.106 -0.004
H 2.06591 3.75239 -4.69715 0.030 0.075 -0.022
H 1.96644 1.34347 1.29465 0.393 -0.154 -0.065
O 0.05578 -1.34234 4.58292 -0.085 0.089 -0.387
H -1.00378 -4.81769 5.84431 0.002 0.027 0.016
H 0.09887 -1.09077 2.39502 0.454 -0.354 0.382
C -2.09698 2.43099 -1.66520 -2.470 -0.964 -1.775
H 0.77244 3.06917 -3.75575 -0.112 -0.125 -0.051
H 0.44111 2.05313 -0.67801 -0.112 0.191 -0.043
H 0.05399 0.74638 -3.84011 0.075 -0.399 0.004
O -0.31241 -3.55112 4.37351 0.011 -0.029 -0.020
C -0.40448 0.87404 -2.86422 -0.719 0.989 -0.095
H 0.25405 -1.12785 -1.07129 -0.103 -0.013 -0.022
H -3.09990 -3.49309 4.03584 0.018 0.004 -0.013
H -1.27248 2.79016 -3.64855 -0.008 0.026 -0.210
H -2.63101 3.36654 -1.71910 0.437 0.410 0.658
C -2.52953 -3.52804 4.96487 -0.018 -0.122 -0.021
C 2.73094 2.31074 -3.30807 -0.355 -0.053 -0.142
Cl 3.73885 1.13859 -1.12689 0.117 -0.035 0.196
H -2.27629 1.77534 -0.82650 0.945 0.334 0.600
H 1.99873 -0.88281 -1.06788 0.056 -0.092 -0.030
O 1.85085 0.43933 1.59960 -0.528 0.378 0.017
H -1.45403 -5.27638 4.18868 0.082 0.063 -0.102
Cl 4.33120 2.67868 -3.73312 0.294 0.023 -0.086
C -1.32166 -4.44279 4.87136 -0.103 -0.053 0.063
H -0.98556 0.00560 -2.56172 0.213 -0.300 -0.122
O -2.75513 1.60994 -2.77445 -0.040 0.309 0.041

34
Properties=species:S:1:pos:R:3:forces:R:3 method="wB97M-V/def2-TZVPD" total_energy_ev=-60727.3867 spin_multiplicity=1 orbital_gap_ha="0.148 / 0.162" mol_weight_g_mol=511.36 de_lowest_kcal_mol=51.7 total_charge=+3
H 0.31745 0.28649 5.82329 -0.071 0.319 -0.665
H -0.25473 -0.56617 -4.40194 -0.187 0.543 -0.424
H -1.70933 -1.62951 -2.17894 0.885 0.031 0.903
C -0.50949 -5.06504 -0.12225 -2.043 -3.779 -2.484
C -0.10258 2.23297 4.89546 0.794 1.470 -0.447
Cl -1.31835 4.16009 0.02840 -0.312 -1.055 0.123
H -0.58106 4.02208 3.65192 -0.633 -0.365 0.658
H 2.93604 0.54866 -1.38871 -0.284 0.378 -0.039
C -1.44660 0.85649 2.89536 0.324 1.940 1.389
P 0.78190 -0.16831 -2.31398 3.736 1.134 -3.053
C 2.26111 0.95869 -2.15542 -0.557 0.575 1.900
N -1.45155 2.22691 2.95534 0.134 1.499 0.751
C -0.79506 2.97968 3.92625 0.997 -2.719 -1.058
H 1.88214 1.95203 -1.86440 0.567 -0.207 -0.068
H -1.77001 -2.42669 -0.55659 -1.895 -2.087 -1.304
C -0.12772 0.82712 4.97315 -1.071 1.091 -0.503
C -1.27757 -2.43790 -1.52859 0.647 1.753 -0.443
H 1.08128 -2.45924 -3.00005 0.093 -0.344 0.030
H -0.91010 -0.88277 4.08753 -0.158 -0.947 -0.497
C -0.82375 0.16560 3.96577 -0.324 0.543 -0.275
S -2.28946 0.29775 1.50745 -0.072 -0.723 -1.123
H -0.34732 -2.85593 -1.96524 -1.794 -1.218 0.157
H -0.11638 1.24600 -4.08601 -0.079 -0.319 -0.383
H -1.99496 2.77822 2.23336 0.973 -0.970 1.143
H 2.37921 -1.93242 -1.88493 0.060 -0.061 -0.301
C 1.73500 -1.63850 -2.71715 -0.560 -1.475 0.805
H 2.84528 1.03276 -3.08458 -0.655 -0.292 -0.078
H 0.63680 2.80854 5.45796 -0.597 -0.249 0.411
H 2.28644 -1.45896 -3.64055 0.254 0.436 0.182
C 0.36744 0.26507 -4.05087 -1.790 -0.145 0.647
O -0.99962 -5.93303 -0.70413 1.975 3.387 2.381
Sn -2.06406 1.98910 -0.59868 0.027 0.323 0.275
H 1.30819 0.26367 -4.60128 0.086 0.071 0.220
I 0.07140 -2.44346 0.44303 1.532 1.462 1.170

29
Properties=species:S:1:pos:R:3:forces:R:3 method="wB97M-V/def2-TZVPD" total_energy_ev=-31045.9622 spin_multiplicity=1 orbital_gap_ha=0.323 mol_weight_g_mol=200.79 smiles="CC[C@@]1([Si](C)(C)Cl)C=CC=CC1" de_lowest_kcal_mol=6.0
H -0.61697 -1.31961 1.65347 0.296 0.427 -0.178
H 2.13913 -1.68190 -0.63947 -1.391 -0.258 -1.448
H -2.03101 -2.24722 -2.31443 -0.273 0.106 -0.751
C -1.00083 0.59572 2.56535 -3.774 0.187 -1.072
C 0.18263 2.45592 -0.86620 -1.040 -1.037 0.576
C 1.59267 2.07789 -1.10196 -1.399 0.511 1.175
H -0.14861 0.75612 3.04634 4.012 0.663 1.654
H 3.18793 0.80942 -0.42147 -0.986 0.800 0.040
C -0.96387 -0.30319 1.37722 -2.148 -1.618 0.666
H 1.55261 1.08427 1.64749 -0.651 -0.718 -0.032
H -2.87678 -1.16446 -1.12439 -0.010 0.361 -0.439
H -2.07400 -2.61174 -0.63994 0.239 0.506 -0.228
H -1.38703 1.54524 2.20070 0.041 0.316 0.301
C -0.14904 0.32005 0.28172 1.439 -1.636 -0.125
H -0.33619 3.35743 -1.18196 0.800 0.143 -0.283
H 1.14252 -2.80363 0.04391 -0.820 0.530 -1.619
C 1.15050 -2.19069 -0.94757 1.058 0.234 3.588
H 2.14982 2.66312 -1.76569 0.866 0.445 -1.105
C -2.00278 -1.76135 -1.35969 0.764 -0.767 1.614
C 1.36264 0.45461 0.74799 -1.834 2.683 -0.851
H -2.07652 -0.52971 1.13340 1.692 0.634 -0.234
Si -0.29805 -0.95474 -1.16166 1.214 -0.513 -0.560
H -1.67443 0.27179 3.33788 -0.597 -0.395 0.231
C -0.62852 1.59506 -0.20285 -0.222 2.566 -0.396
H 1.80927 -0.45978 0.81065 0.853 -2.543 0.969
C 2.12694 1.16506 -0.30345 1.778 -0.659 -1.020
H -1.64345 1.96154 0.02886 0.354 -0.563 -0.268
Cl 0.20413 -0.22105 -3.08683 -0.394 0.027 0.442
H 1.30728 -2.86415 -1.75742 0.134 -0.432 -0.644

29
Properties=species:S:1:pos:R:3:forces:R:3 method="wB97M-V/def2-TZVPD" total_energy_ev=-31040.8545 spin_multiplicity=1 orbital_gap_ha="0.294 / 0.296" mol_weight_g_mol=200.79 de_lowest_kcal_mol=123.7
C -0.00789 0.52067 -0.05400 -1.589 -0.273 0.311
C -1.44413 0.95805 0.01026 -2.092 -0.451 -1.712
H -2.09747 3.14144 0.39833 -0.686 -0.701 0.004
H -1.37758 -1.91353 1.10437 0.421 0.387 -0.153
H 2.64361 -0.80351 0.95488 -0.341 -1.430 -0.908
C -1.41482 2.35595 0.72891 0.744 -0.566 -0.205
H 3.07409 -0.98376 -0.73502 -0.610 -0.314 0.229
H -0.34718 3.16332 -0.96494 0.723 0.183 2.136
C -0.86972 1.44990 3.03496 0.336 -1.637 0.202
C 0.59217 -1.63718 -2.37013 1.729 -0.961 0.361
H -2.20267 0.11680 0.34586 1.509 1.890 -0.337
H 1.46101 1.59489 -0.91782 0.397 0.889 1.112
Cl 1.91486 1.66067 1.56745 0.203 -0.041 -0.872
Si 0.54315 -1.16723 -0.45432 1.047 -1.725 -0.833
H -1.32174 -2.90668 -0.29193 1.075 0.352 0.593
H -0.18093 -3.11190 1.08483 0.540 -0.453 -0.062
H -0.24318 -1.22254 -2.96803 0.761 -0.175 0.067
H -1.77927 1.18219 -1.14402 0.601 -0.449 2.396
H 2.56649 -2.40491 0.07377 0.934 -3.885 0.626
C -1.44867 2.31445 2.27438 -0.062 -0.039 -1.352
C 0.85235 1.68341 0.01585 0.750 0.474 0.166
C 2.39109 -1.42372 0.02918 -0.848 5.568 0.190
C -0.63087 -2.37774 0.43858 -1.651 0.044 -0.717
H 0.56504 -2.78984 -2.43747 -0.222 1.666 0.169
H 1.69664 -1.40640 -2.76413 -2.645 -0.021 0.546
C -0.07017 2.88857 0.14552 -1.190 0.463 -1.241
H 0.20029 3.71642 0.83474 0.616 -0.300 -1.180
H -0.38155 0.46932 2.91757 -0.120 0.745 0.184
H -2.01572 3.09154 2.73378 -0.329 0.757 0.281

36
Properties=species:S:1:pos:R:3:forces:R:3 method="wB97M-V/def2-TZVPD" total_energy_ev=-59337.0391 spin_multiplicity=6 orbital_gap_ha="0.368 / 0.362" mol_weight_g_mol=441.81 total_charge=+1
H -2.59401 4.34699 3.65738 0.015 -0.005 0.010
H -4.01031 2.79099 1.75200 0.000 0.015 0.008
H 2.85482 -2.95457 1.33528 -0.023 0.048 0.031
H 4.39365 -1.08226 1.43834 -0.005 -0.014 0.007
H -1.12743 2.53501 4.39076 -0.003 -0.001 -0.009
Dy 0.15206 -0.36077 0.74880 0.459 0.286 0.351
C -2.19898 2.38133 4.52308 0.074 -0.036 0.035
C 1.02227 -0.54233 -1.55835 -0.209 -0.156 0.644
C 3.00662 -2.35420 0.44065 0.068 -0.105 -0.049
H 0.30141 -3.82550 -0.85729 -0.054 0.055 0.016
O -0.95038 1.13596 1.98318 -0.461 -0.192 -0.111
H 2.83592 0.35206 2.20567 0.214 0.182 0.064
H 1.33545 -4.30020 0.50873 0.109 0.031 -0.072
H -2.32743 3.26861 1.52958 0.041 -0.018 0.027
C 3.47873 -0.97553 0.85511 0.042 0.015 0.026
H -1.96407 0.15604 4.39454 0.065 0.034 -0.014
N 1.75142 -2.36913 -0.31858 -0.315 0.300 0.136
C 0.82032 -3.46913 0.02830 -0.020 -0.258 0.042
H -3.62758 0.75163 4.27140 0.014 0.005 0.008
H -2.42388 2.50436 5.58128 -0.008 0.018 -0.004
O 1.57076 0.39604 -0.89293 0.335 0.024 -0.253
H 3.81354 -2.81767 -0.14061 0.000 0.001 0.004
O 0.34920 -2.27535 2.05076 0.121 -0.248 0.031
O -0.23358 -0.61936 -1.55751 -0.048 -0.113 -0.175
H 2.83808 -1.66482 -2.00460 0.026 -0.064 0.053
O 2.46268 -0.36162 1.68739 -0.548 -0.189 -0.274
C -3.02292 2.78100 2.21195 -0.018 0.052 0.030
C 1.80819 -1.85072 -1.70331 0.047 -0.017 -0.153
H 1.33150 -2.52849 -2.40743 -0.019 0.004 0.018
C -3.00472 3.33963 3.64809 -0.066 0.028 -0.079
H -4.03041 3.40393 4.01175 0.013 -0.009 0.032
C -2.58094 0.98512 4.05240 -0.153 -0.004 0.037
H 3.66697 -0.33165 -0.00271 -0.017 -0.002 -0.003
O -1.20180 -2.26359 0.52186 -0.132 -0.217 -0.138
S -2.48342 1.05681 2.26423 0.241 0.022 -0.012
C -0.15677 -2.78077 0.99839 0.217 0.530 -0.262

39
Properties=species:S:1:pos:R:3:forces:R:3 method="wB97M-V/def2-TZVPD" total_energy_ev=-51896.3617 spin_multiplicity=6 orbital_gap_ha="0.345 / 0.267" mol_weight_g_mol=554.87 de_lowest_kcal_mol=0.0 total_charge=+3
F -2.13798 2.56528 -1.03519 -0.063 0.298 0.005
H -0.57248 5.10722 1.71027 0.030 -0.003 0.016
Sb -2.41333 0.74158 -1.19119 0.671 -0.360 0.358
Rh 0.47290 0.23188 0.50555 -0.233 0.144 0.171
H -1.64420 3.74425 2.01029 -0.004 0.004 0.005
H 3.51493 -2.59371 -0.06026 0.011 0.004 0.011
C -0.63135 -4.80069 -1.73728 -0.052 -0.032 -0.055
C 2.78173 -2.58291 -0.85855 -0.057 0.021 -0.082
C -0.98701 4.17879 1.25849 -0.022 0.020 -0.017
H 3.50586 1.44999 0.18589 -0.002 -0.013 0.032
C 0.14386 3.33117 0.91807 -0.003 -0.030 -0.055
P 0.06488 -2.40540 -0.47374 0.105 -0.582 0.074
H 2.31278 1.11417 2.37810 -0.009 -0.078 -0.056
H 0.11932 2.18812 2.77815 -0.022 0.014 -0.009
H 2.59446 3.01898 -1.49826 -0.013 -0.004 -0.013
H 3.09409 -1.97882 -1.70286 -0.005 0.004 -0.012
O 1.56794 -1.93758 -0.25411 -0.047 0.036 -0.218
H -1.65873 -4.51990 -1.93914 -0.006 0.002 -0.002
F -2.49346 0.70653 -3.01334 -0.244 0.067 -0.217
H -1.51346 -2.45993 2.63038 0.006 -0.014 0.010
O -0.44014 -1.92018 0.95920 -0.005 0.306 -0.155
C 1.83284 1.68395 1.58473 0.361 0.269 0.155
C 0.62778 2.32798 1.83042 -0.072 -0.038 0.078
C 2.05266 2.82993 -0.57970 -0.099 0.007 -0.052
H -0.55564 -5.79315 -1.31015 0.009 -0.009 0.022
F -1.64603 0.67915 0.68385 -0.098 0.097 0.147
H -2.06028 -3.26270 1.12439 -0.011 -0.006 0.007
F -2.11645 -1.13597 -1.11865 -0.067 -0.083 -0.005
H -1.52897 4.52570 0.37706 -0.012 0.004 0.002
H 0.49496 4.25009 -1.02686 -0.010 0.001 0.006
H 0.01667 -4.67541 -2.59693 0.009 0.001 -0.001
F -0.35166 0.69831 -1.35666 0.141 -0.096 -0.240
F -4.05811 0.58189 -0.41644 -0.318 0.125 -0.149
H 2.51904 -3.59299 -1.15774 0.021 -0.004 0.009
O -0.12371 -3.90008 -0.63918 0.043 -0.190 0.041
C 0.87312 3.52595 -0.31298 0.005 0.004 0.030
H -2.46032 -1.53139 1.40947 -0.015 0.007 -0.012
C -1.74895 -2.32848 1.58031 0.004 0.005 0.015
C 2.55242 1.93838 0.35461 0.077 0.099 0.158